A) This record from the Open Molecules 2025 dataset describes a single C5H6N2 molecule. The level of theory is ωB97M-V/def2-TZVPD.

Last column: natural (NBO) charge in e.
Positions of all 13 atoms, in Å:
C1 -1.363 -1.802 -2.848  -0.173
C2 -0.944 -1.158 -1.944  -0.071
C3 -0.283 -0.464 -0.860  -0.003
N1 -0.633 0.702 -0.528  -0.188
N2 -0.056 1.399 0.587  -0.271
C4 1.290 1.073 1.095  -0.285
C5 0.097 0.643 1.866  -0.262
H1 -1.962 -2.260 -3.650  0.247
H2 0.561 -1.038 -0.373  0.176
H3 1.862 0.202 0.724  0.199
H4 1.830 2.011 1.374  0.222
H5 -0.306 1.143 2.779  0.217
H6 -0.091 -0.451 1.779  0.193

Net charge   0
Multiplicity   1
Frontier orbital gap   0.3634 Eh
Structure (SMILES)   C#C/C=N/N1CC1

***

B) This record from the Open Molecules 2025 dataset describes a single C5H6N2 molecule. The level of theory is ωB97M-V/def2-TZVPD.

Last column: natural (NBO) charge in e.
Positions of all 13 atoms, in Å:
N1 2.346 0.076 1.733  -0.305
C1 1.778 0.214 0.730  0.258
C2 1.116 0.367 -0.562  -0.231
C3 -0.052 -0.450 -0.946  -0.055
C4 -0.861 -0.881 0.259  -0.450
C5 -1.063 0.645 0.469  -0.245
N2 -0.226 0.995 -0.786  -0.337
H1 1.827 0.565 -1.360  0.259
H2 -0.167 -0.834 -1.942  0.211
H3 -1.773 -1.409 -0.043  0.224
H4 -0.337 -1.502 0.993  0.231
H5 -2.126 0.913 0.397  0.217
H6 -0.462 1.302 1.058  0.223

Net charge   0
Multiplicity   1
Frontier orbital gap   0.3973 Eh
Structure (SMILES)   N#C[C@H]1[C@H]2CCN21

***

What should be chosen as the least stable of them? Choose A).